Record 1
This record from the Open Molecules 2025 dataset describes a cluster of 3 separate species, C5H14NO4 in total at a distorted geometry. The level of theory is the ωB97M-V functional and the def2-TZVPD basis.

Energy relative to the best compared isomer or geometry (same formula, charge and spin), eV: 3.1966
Strongest force on any atom, hartree/bohr: 0.11170
Charge: -1
Frontier orbital gap, Ha: 0.2888
Lowest unoccupied orbital energy, eV: 3.5
Calculated total energy, eV: -15091.7229

XYZ file:
```
24
Properties=species:S:1:pos:R:3:forces:R:3:nbo_charge:R:1
O 0.9525 2.6975 -0.1271 0.308 0.985 3.190 -0.758
C 0.9848 1.6435 -0.7351 0.773 -0.560 1.124 0.776
O 0.7662 1.6571 -1.9373 -0.663 -2.089 -3.453 -0.806
C 1.3778 0.2271 0.0210 1.037 5.136 2.353 -0.538
C 0.6594 0.1126 1.3119 -1.777 -0.791 3.483 -0.393
C -0.9631 0.1396 1.3330 2.062 -2.094 3.060 -0.396
C -1.7531 -0.3057 0.1198 0.257 0.693 -0.452 -0.254
N -1.7508 -1.8011 -0.1352 1.430 1.181 -0.728 -0.864
H 1.3108 -0.5360 -0.5880 -0.906 -3.945 -3.286 0.188
H 2.4459 0.2603 0.3022 -0.145 0.393 -0.332 0.205
H 0.9180 -0.7996 2.0836 0.307 2.680 -2.852 0.178
H 0.8139 1.0696 1.8956 0.636 -1.105 -0.613 0.213
H -1.0708 1.1557 1.7219 -1.261 -0.063 -0.795 0.224
H -1.1372 -0.5558 2.3193 -0.419 1.444 -2.274 0.142
H -1.3194 0.3160 -0.7053 -0.597 -1.057 0.323 0.230
H -2.7830 0.0561 0.2808 0.146 -0.228 -0.298 0.167
H -1.7191 -2.0904 -1.1304 0.448 1.083 0.647 0.379
H -2.6429 -2.0955 0.1241 -1.656 -0.773 0.856 0.337
H -0.4227 0.4901 -2.5346 0.420 -0.911 -0.493 0.513
H 0.1743 -0.8474 -2.9499 0.811 -0.220 -0.026 0.458
O -0.6660 -0.4159 -2.9093 -0.995 0.962 0.219 -1.012
H 0.2340 -2.9337 1.9127 2.530 1.380 3.867 0.493
H 0.4316 -1.8964 3.1343 -0.877 1.119 0.527 0.463
O 0.8456 -2.6747 2.8208 -1.867 -3.219 -4.047 -0.946
```
Positions in Å, forces in eV/Å.



Record 2
This record from the Open Molecules 2025 dataset describes a cluster of 2 separate species, C5H14NOS in total. The level of theory is the ωB97M-V functional and the def2-TZVPD basis.

Energy relative to the best compared isomer or geometry (same formula, charge and spin), eV: 1.2525
Strongest force on any atom, hartree/bohr: 0.00929
Charge: -1
Frontier orbital gap, Ha: 0.2315
Lowest unoccupied orbital energy, eV: 3.3
Calculated total energy, eV: -19785.0021

XYZ file:
```
22
Properties=species:S:1:pos:R:3:forces:R:3:nbo_charge:R:1
C 2.6001 0.3168 0.3576 -0.047 0.363 0.003 -0.218
C 1.9909 0.2647 -1.0327 0.084 0.152 -0.037 -0.529
S 2.2183 -1.3059 -1.9068 -0.054 -0.203 0.111 -0.108
N 2.1629 1.5853 0.9579 -0.333 -0.237 -0.248 -0.881
H 2.2904 -0.5699 0.9228 -0.088 -0.003 0.022 0.167
H 3.6918 0.3152 0.2804 0.042 -0.159 0.013 0.160
H 0.9234 0.4728 -0.9606 -0.027 0.009 0.109 0.269
H 2.4632 1.0382 -1.6426 -0.078 -0.082 -0.119 0.204
H 1.3488 -2.0161 -1.1582 0.136 0.126 -0.130 0.128
H 1.1256 1.5194 0.9399 0.237 -0.074 0.208 0.431
H 2.4010 1.5732 1.9401 0.073 0.050 0.154 0.334
C -1.1899 -0.5578 0.9625 0.270 0.355 -0.001 -0.010
O -0.5184 0.6191 0.9194 -0.012 -0.075 -0.162 -0.990
C -2.0724 -0.8081 -0.2816 -0.288 0.079 0.101 -0.421
C -3.0728 0.3374 -0.4374 0.166 -0.103 -0.226 -0.618
H -1.8819 -0.6107 1.8410 -0.112 -0.142 0.021 0.079
H -0.5203 -1.4486 1.0880 -0.021 -0.094 -0.085 0.076
H -2.5899 -1.7734 -0.1907 -0.024 -0.018 0.016 0.160
H -1.4613 -0.8565 -1.1901 0.186 0.003 0.103 0.175
H -3.6056 0.3017 -1.3945 -0.034 -0.020 0.075 0.174
H -2.4970 1.2617 -0.3868 -0.075 0.085 0.039 0.234
H -3.8069 0.3415 0.3723 0.000 -0.011 0.034 0.181
```
Positions in Å, forces in eV/Å.



Record 3
This record from the Open Molecules 2025 dataset describes a cluster of 2 separate species, C5H14NOS in total at a distorted geometry. The level of theory is the ωB97M-V functional and the def2-TZVPD basis.

Energy relative to the best compared isomer or geometry (same formula, charge and spin), eV: 1.7277
Strongest force on any atom, hartree/bohr: 0.05007
Charge: -1
Frontier orbital gap, Ha: 0.2164
Lowest unoccupied orbital energy, eV: 3.4
Calculated total energy, eV: -19784.5269

XYZ file:
```
22
Properties=species:S:1:pos:R:3:forces:R:3:nbo_charge:R:1
C 0.6017 -1.4097 0.7570 -1.515 1.640 -0.369 -0.434
C 0.1326 -2.7569 0.2314 0.248 -1.168 1.073 -0.527
S -1.6231 -3.1837 0.6410 0.173 0.537 -0.217 -0.742
C -0.0028 -0.2949 -0.1601 0.092 -0.087 0.668 -0.204
N 0.8398 0.9039 -0.3174 -0.399 -0.930 -1.265 -0.469
C 1.4144 0.9562 -1.6738 0.533 0.614 0.694 -0.400
C 0.3177 2.1562 0.1241 1.238 2.150 0.690 -0.407
H 1.6523 -1.1589 0.9119 0.337 -0.638 -0.441 0.189
H 0.1175 -1.1984 1.7192 0.237 -0.550 0.144 0.203
H 0.2923 -2.8886 -0.8420 0.122 0.346 -0.067 0.171
H 0.7186 -3.5452 0.7194 0.143 0.060 -0.135 0.183
H -0.9564 0.0042 0.2628 -0.056 0.035 0.042 0.175
H -0.2463 -0.7679 -1.1162 0.091 0.266 -0.131 0.179
H 2.4868 1.1648 -1.6226 0.230 -0.367 0.036 0.174
H 1.0651 1.7932 -2.2840 -0.646 -0.045 -0.060 0.165
H 1.2372 0.0196 -2.1851 0.140 -0.091 -0.169 0.200
H -0.7420 2.4425 0.1091 -0.198 -0.844 -0.393 0.191
H 0.6693 2.4635 1.1292 -0.301 -0.715 0.121 0.177
H 0.8514 2.9414 -0.4375 -0.340 -0.110 -0.246 0.176
H -2.9935 0.7623 2.1387 0.299 -0.937 0.905 0.473
H -2.7516 0.4753 0.6182 -0.312 0.153 0.965 0.491
O -3.0810 1.1212 1.2768 -0.117 0.681 -1.845 -0.966
```
Positions in Å, forces in eV/Å.



Record 4
This record from the Open Molecules 2025 dataset describes the ion C5H14NS with charge +1 at a distorted geometry. The level of theory is the ωB97M-V functional and the def2-TZVPD basis.

Energy relative to the best compared isomer or geometry (same formula, charge and spin), eV: 1.4756
Strongest force on any atom, hartree/bohr: 0.06482
SMILES: C[NH2+][C@H](S)C(C)C
Charge: +1
Frontier orbital gap, Ha: 0.3935
Lowest unoccupied orbital energy, eV: -3.3
Calculated total energy, eV: -17729.8043

XYZ file:
```
21
Properties=species:S:1:pos:R:3:forces:R:3:nbo_charge:R:1
C -1.5685 -1.1900 0.3443 -3.332 0.078 -0.037 -0.664
C 0.8587 -2.1245 0.8591 -0.056 1.340 -1.520 -0.601
C 0.3332 2.5922 -0.6044 0.354 0.249 -0.620 -0.431
C -0.1283 -0.9138 0.7054 0.134 0.377 1.766 -0.284
C 0.4871 0.1091 -0.2574 -0.037 0.819 -0.864 -0.156
N -0.4096 1.4132 -0.1855 -0.482 -0.728 -2.505 -0.525
S 0.5077 -0.3966 -1.9913 -1.122 -0.492 -0.180 0.030
H -1.7678 -1.4680 -0.6998 0.438 -0.053 0.101 0.229
H -1.9606 -2.0296 0.9360 0.408 0.032 -0.154 0.259
H -2.4725 -0.4140 0.5648 2.614 -0.988 -0.285 0.218
H 1.2422 -2.2899 -0.1920 0.094 -0.221 1.381 0.221
H 0.4275 -3.0553 1.2193 -0.190 0.245 0.130 0.247
H 1.6155 -1.7209 1.5603 0.014 -0.794 -0.613 0.226
H 0.5439 2.4945 -1.6518 -0.210 -0.012 -0.616 0.241
H -0.2047 3.4763 -0.4073 -0.864 0.971 0.102 0.239
H 1.2765 2.6960 -0.1560 1.169 -0.226 1.096 0.229
H -0.1892 -0.4937 1.7600 0.297 0.084 -1.138 0.221
H 1.5532 0.4504 -0.1371 -1.304 -0.292 0.868 0.262
H -0.7013 1.4015 0.7549 -0.733 0.583 1.570 0.431
H -1.2964 1.4695 -0.8365 1.948 -1.142 1.671 0.462
H 1.7931 -0.2407 -2.1713 0.862 0.169 -0.153 0.147
```
Positions in Å, forces in eV/Å.



Record 5
This record from the Open Molecules 2025 dataset describes a cluster of 2 separate species, C5H14NS in total at a distorted geometry. The level of theory is the ωB97M-V functional and the def2-TZVPD basis.

Energy relative to the best compared isomer or geometry (same formula, charge and spin), eV: 1.3208
Strongest force on any atom, hartree/bohr: 0.05825
Charge: +1
Frontier orbital gap, Ha: 0.2849
Lowest unoccupied orbital energy, eV: -4.4
Calculated total energy, eV: -17729.9592

XYZ file:
```
21
Properties=species:S:1:pos:R:3:forces:R:3:nbo_charge:R:1
C -1.2384 -0.7855 -1.1913 0.989 -0.450 -0.383 -0.648
C -0.9094 3.0440 -0.5183 2.788 -0.017 -0.959 -0.714
C 2.0965 -2.4600 2.4636 1.943 2.014 -0.048 -0.752
C -1.5581 0.7180 -1.3048 1.403 -1.420 -0.069 -0.513
C -0.6716 1.5795 -0.5030 2.948 -0.445 0.291 0.531
N 0.4223 1.0071 0.0296 -1.819 0.869 0.061 -0.681
S 1.4192 -2.5386 0.8259 -1.301 0.696 -1.000 -0.100
H -1.9610 -1.3718 -1.7987 0.483 0.310 0.650 0.265
H -0.2642 -0.8226 -1.7464 -0.634 -0.757 0.418 0.211
H -1.0605 -1.2738 -0.1560 -0.712 1.073 -1.614 0.249
H -0.4978 3.5648 0.3514 -1.098 -0.049 0.370 0.276
H -1.8881 3.1957 -0.9287 -0.455 0.823 0.447 0.266
H -0.1238 3.4835 -1.2583 -1.376 -0.985 0.545 0.297
H 3.0402 -1.7392 2.4121 -1.566 -2.246 0.526 0.229
H 2.1730 -3.4875 2.7559 0.948 -0.257 0.617 0.247
H 1.4237 -1.9785 3.1723 -0.359 -0.034 -0.366 0.236
H -1.4918 1.0020 -2.3658 0.263 0.159 0.171 0.281
H -2.5360 0.9654 -1.0750 -2.180 0.474 0.792 0.259
H 1.0446 1.4727 0.7442 -0.914 -0.668 -1.433 0.447
H 2.0628 -3.5631 0.2635 0.299 -0.043 0.281 0.157
H 0.5185 -0.0121 -0.1722 0.351 0.952 0.705 0.457
```
Positions in Å, forces in eV/Å.



Question: Among the records above, which one has the highest calculated total energy?
Answer: C5H14NO4



Repeat the third record exactly.
This record from the Open Molecules 2025 dataset describes a cluster of 2 separate species, C5H14NOS in total at a distorted geometry. The level of theory is the ωB97M-V functional and the def2-TZVPD basis.

Energy relative to the best compared isomer or geometry (same formula, charge and spin), eV: 1.7277
Strongest force on any atom, hartree/bohr: 0.05007
Charge: -1
Frontier orbital gap, Ha: 0.2164
Lowest unoccupied orbital energy, eV: 3.4
Calculated total energy, eV: -19784.5269

XYZ file:
```
22
Properties=species:S:1:pos:R:3:forces:R:3:nbo_charge:R:1
C 0.6017 -1.4097 0.7570 -1.515 1.640 -0.369 -0.434
C 0.1326 -2.7569 0.2314 0.248 -1.168 1.073 -0.527
S -1.6231 -3.1837 0.6410 0.173 0.537 -0.217 -0.742
C -0.0028 -0.2949 -0.1601 0.092 -0.087 0.668 -0.204
N 0.8398 0.9039 -0.3174 -0.399 -0.930 -1.265 -0.469
C 1.4144 0.9562 -1.6738 0.533 0.614 0.694 -0.400
C 0.3177 2.1562 0.1241 1.238 2.150 0.690 -0.407
H 1.6523 -1.1589 0.9119 0.337 -0.638 -0.441 0.189
H 0.1175 -1.1984 1.7192 0.237 -0.550 0.144 0.203
H 0.2923 -2.8886 -0.8420 0.122 0.346 -0.067 0.171
H 0.7186 -3.5452 0.7194 0.143 0.060 -0.135 0.183
H -0.9564 0.0042 0.2628 -0.056 0.035 0.042 0.175
H -0.2463 -0.7679 -1.1162 0.091 0.266 -0.131 0.179
H 2.4868 1.1648 -1.6226 0.230 -0.367 0.036 0.174
H 1.0651 1.7932 -2.2840 -0.646 -0.045 -0.060 0.165
H 1.2372 0.0196 -2.1851 0.140 -0.091 -0.169 0.200
H -0.7420 2.4425 0.1091 -0.198 -0.844 -0.393 0.191
H 0.6693 2.4635 1.1292 -0.301 -0.715 0.121 0.177
H 0.8514 2.9414 -0.4375 -0.340 -0.110 -0.246 0.176
H -2.9935 0.7623 2.1387 0.299 -0.937 0.905 0.473
H -2.7516 0.4753 0.6182 -0.312 0.153 0.965 0.491
O -3.0810 1.1212 1.2768 -0.117 0.681 -1.845 -0.966
```
Positions in Å, forces in eV/Å.